[1]
A structure of composition C6H14CsO4S, computed with ωB97M-V/def2-TZVPD.

Element x y z (Å)
Cs 1.54064 -0.14745 -1.05183
C -3.84930 2.26967 -0.45602
C -4.43775 1.48816 0.70811
C -3.30589 0.59967 1.23276
S -1.76253 1.60129 1.02338
O -0.83287 0.84781 0.21551
O -1.36403 2.17334 2.28456
C -2.57592 2.91126 0.06199
H -4.53899 2.94411 -0.96494
H -3.59014 1.59818 -1.28782
H -5.30649 0.91359 0.39048
H -4.75551 2.11694 1.54116
H -3.12030 -0.27340 0.60189
H -3.37575 0.21906 2.24808
H -2.00956 3.44197 -0.69852
H -2.84897 3.60936 0.85747
C 3.94935 -3.01202 -1.10683
C 4.92773 -2.05718 -0.45777
O 5.88802 -1.65375 -1.43384
O 3.36297 -3.86177 -0.08133
H 4.30795 -3.75666 -1.81542
H 3.08675 -2.47273 -1.49843
H 5.44204 -2.50773 0.39997
H 4.43841 -1.17992 0.00556
H 6.68723 -1.36374 -0.98170
H 4.04293 -4.44805 0.26353

Values from the calculation:
Lowest unoccupied orbital energy: -3.2 eV
Total energy: -26016.0276 eV
Relative energy (zero: lowest compared OMol25 entry of this formula, charge and spin): 79.3 kJ/mol
Gap between HOMO and LUMO: 10.12 eV
Max |F|: 2.44 eV/A
M: 315.15 g/mol
E_HOMO: -13.2910 eV
Net charge: +1


[2]
A structure of composition CH6N2PS, computed with ωB97M-V/def2-TZVPD.

Element x y z (Å)
C 0.58831 0.60031 -0.05044
N 1.29500 0.51019 -1.13514
N 0.39097 1.67320 0.66589
P -0.65189 -1.37899 0.05616
S -2.40495 -2.44218 0.73440
H 1.32144 -0.29448 -1.80025
H 1.62110 1.42308 -1.30959
H -0.20874 1.61793 1.39361
H -1.68330 -2.93765 1.82834
H 1.04461 2.36573 0.82596
H -1.31253 -1.13714 -1.20893

Values from the calculation:
Lowest unoccupied orbital energy: -5.6 eV
Total energy: -24229.6733 eV
Relative energy (zero: lowest compared OMol25 entry of this formula, charge and spin): 184.0 kJ/mol
Gap between HOMO and LUMO: 7.49 eV
Max |F|: 4.82 eV/A
M: 109.11 g/mol
E_HOMO: -13.0657 eV
Net charge: +1


[3]
A structure of composition C4H4N2O2, computed with ωB97M-V/def2-TZVPD.

Element x y z (Å)
C -0.07947 1.11270 0.47613
C 0.42842 -0.88262 -0.37552
C -0.44052 -1.75743 -1.16205
C -0.56456 0.08062 -0.35768
H 0.13998 2.49762 1.68267
H 2.43924 -0.22613 0.31060
H -0.66115 -2.58805 -0.53097
H -0.16302 -1.95263 -2.23230
N -0.57538 2.09867 1.13294
N 1.44472 -0.65199 0.58844
O 1.06889 0.84752 0.71395
O -1.55685 -0.74466 -1.05958

Values from the calculation:
Lowest unoccupied orbital energy: 0.2 eV
Total energy: -11280.7132 eV
Relative energy (zero: lowest compared OMol25 entry of this formula, charge and spin): 755.1 kJ/mol
Gap between HOMO and LUMO: 8.95 eV
Max |F|: 10.84 eV/A
M: 112.09 g/mol
E_HOMO: -8.7160 eV


[4]
The ion C2H10NSi with charge +1, computed with ωB97M-V/def2-TZVPD.

Element x y z (Å)
C 0.92159 1.09229 0.42704
C 0.08276 0.21257 -0.55022
N 0.80677 -1.06142 -0.28902
Si -1.80205 0.00821 -0.12772
H 0.99875 0.71545 1.45154
H 1.95511 1.26878 0.08862
H 0.45510 2.03815 0.45411
H 0.39287 0.48717 -1.49269
H 0.27029 -1.90114 -0.62541
H 0.67354 -1.10186 0.75567
H 1.81213 -1.00804 -0.60952
H -3.00226 0.13727 -0.90893
H -1.88269 0.54268 1.26719
H -1.68190 -1.43010 0.15935

Values from the calculation:
Lowest unoccupied orbital energy: -3.6 eV
Total energy: -11595.6245 eV
Relative energy (zero: lowest compared OMol25 entry of this formula, charge and spin): 268.6 kJ/mol
Gap between HOMO and LUMO: 12.42 eV
Max |F|: 2.51 eV/A
M: 76.19 g/mol
E_HOMO: -16.0427 eV
Net charge: +1
Structure (SMILES): C[C@@H]([NH3+])[SiH3]


[5]
An isolated molecule of C4H5NO3, computed with ωB97M-V/def2-TZVPD.

Element x y z (Å)
N 1.08033 -1.57594 0.08253
C 0.24055 -0.50365 -0.11722
O -0.72956 -0.62277 -1.04793
C -1.55976 0.48583 -0.65365
O -2.18056 -0.18254 0.59130
C -0.67669 1.52458 -0.25964
C 0.49822 0.88619 0.10620
O 1.64349 1.45732 0.56062
H 0.84660 -2.40198 -0.45334
H 2.04328 -1.37732 0.32456
H -2.58631 -1.01561 0.31050
H -0.98091 2.51908 0.00410
H 2.36134 0.80680 0.55197

Values from the calculation:
Lowest unoccupied orbital energy (spin up / spin down): -0.1 / 0.0 eV
Total energy: -11856.9251 eV
Relative energy (zero: lowest compared OMol25 entry of this formula, charge and spin): 489.8 kJ/mol
Gap between HOMO and LUMO (spin up / spin down): 6.83 / 7.85 eV
Max |F|: 3.13 eV/A
M: 115.09 g/mol
E_HOMO (spin up / spin down): -6.9034 / -7.8442 eV
Structure (SMILES): Nc1oc(O)cc1O


[6]
A structure of composition C36H28BrF7N2O2PRuS2Se2, computed with ωB97M-V/def2-TZVPD.

Element x y z (Å)
Ru 0.33113 -0.72208 0.23096
F -1.83469 3.44877 -5.25176
C -1.65977 2.96798 -4.01802
C -2.50629 3.35093 -2.99803
F -3.49127 4.21677 -3.24067
C -2.29561 2.86274 -1.71748
F -3.12759 3.31024 -0.76476
C -1.26203 1.99518 -1.41584
P -1.00925 1.25827 0.25273
C -2.68850 0.81488 0.74216
C -3.24638 1.27974 1.92258
C -4.50202 0.83025 2.30905
C -5.18728 -0.08622 1.52544
C -4.62166 -0.56205 0.34871
C -3.37276 -0.11149 -0.04430
C 0.48639 4.09424 -0.34114
C 1.68996 3.40047 -0.41789
C 2.54530 3.59680 -1.49211
C 2.20865 4.49681 -2.49647
C 1.01794 5.20841 -2.41137
C 0.16241 5.00843 -1.33458
C -0.44701 1.59741 -2.47192
Br 0.96824 0.34077 -2.27516
C -0.62716 2.08325 -3.75426
F 0.16546 1.71434 -4.76206
H -2.69338 1.97142 2.54672
H -4.93879 1.18790 3.23243
H -6.15915 -0.44442 1.83950
H -5.14254 -1.29714 -0.25033
H -2.91734 -0.51118 -0.94542
H 1.95807 2.70398 0.36993
H 3.48008 3.05260 -1.54400
H 2.87492 4.64908 -3.33593
H 0.75122 5.91424 -3.18840
H -0.77203 5.55831 -1.27084
O 1.75069 -5.35181 1.08307
C 1.90979 -4.17392 0.30805
C 3.36645 -3.72719 0.37440
C 4.21478 -4.77371 -0.37612
O 5.61525 -4.55225 -0.31075
C 3.86349 -3.62650 1.81563
Se 2.92514 -2.21675 2.78825
C 3.49948 -2.37092 -0.31585
Se 2.85000 -0.91129 0.84310
H 0.81213 -5.56508 1.11097
H 1.25803 -3.38033 0.68148
H 1.64497 -4.36015 -0.74037
H 3.87435 -4.83034 -1.41574
H 4.03579 -5.74239 0.08592
H 5.85883 -3.84505 -0.91609
H 4.93173 -3.43123 1.84230
H 3.64350 -4.54421 2.35837
H 2.90908 -2.33079 -1.23173
H 4.53780 -2.13960 -0.54792
F 2.81493 1.59562 3.95073
C 1.79723 2.38784 4.34372
F 2.37514 3.43723 4.97190
F 1.14077 1.70561 5.29546
C 0.94108 2.86072 3.21023
C 0.76793 4.29946 3.01497
C 0.10147 4.78103 1.97496
C -0.41764 3.89554 0.87141
N -0.44744 2.48022 1.29070
C 0.30439 1.99208 2.39312
S 0.26027 0.27156 2.67094
H 1.19067 4.97584 3.74247
H -0.01335 5.84487 1.81099
H -1.43767 4.19210 0.62292
S -2.96810 -3.71192 1.57781
C -1.73072 -2.49024 1.75951
N -0.98479 -2.30554 0.57562
C -1.42344 -3.10396 -0.43433
C -0.91967 -3.14257 -1.74394
C -1.46492 -4.02949 -2.66702
C -2.50543 -4.87721 -2.31879
C -3.02686 -4.83906 -1.02047
C -2.49592 -3.96283 -0.09945
H -1.54675 -1.98180 2.68592
H -0.11386 -2.47062 -2.02686
H -1.07130 -4.05975 -3.67575
H -2.91585 -5.56240 -3.04758
H -3.84878 -5.48845 -0.74365

Values from the calculation:
Lowest unoccupied orbital energy (spin up / spin down): -0.4 / -1.3 eV
Total energy: -298157.8699 eV
Relative energy (zero: lowest compared OMol25 entry of this formula, charge and spin): 172.4 kJ/mol
Gap between HOMO and LUMO (spin up / spin down): 4.48 / 6.32 eV
Max |F|: 1.20 eV/A
M: 1087.62 g/mol
2S+1: 6
E_HOMO (spin up / spin down): -4.9114 / -7.6587 eV


> Which of these has the lowest relative energy (zero: lowest compared OMol25 entry of this formula, charge and spin)?

C6H14CsO4S


> Which formula does entry 1 have?

C6H14CsO4S


> Number 2 is which compound?

CH6N2PS